# 1
Below is a single C4H5NO molecule, with properties calculated with the ωB97M-V functional and the def2-TZVPD basis.

XYZ file:
```
11
Properties=species:S:1:pos:R:3:forces:R:3
N 1.922923 -0.189116 0.276101 -0.33 0.00 -0.41
C 0.607413 -0.235933 -0.048374 -0.28 -1.17 -0.28
C -0.422447 0.703616 0.205772 -1.33 -0.53 1.15
C -1.667335 -0.005546 -0.330815 -0.12 -0.68 -1.98
C -1.392711 -1.265146 -0.810726 0.25 0.82 0.61
O 0.127973 -1.325396 -0.588882 0.12 0.92 0.42
H 2.512931 -0.866505 -0.185318 -0.06 0.03 0.08
H 2.337079 0.710544 0.445490 -0.02 0.03 0.08
H -0.299921 1.764465 0.320969 0.13 0.17 -0.06
H -2.645538 0.462160 -0.346691 0.22 -0.12 0.11
H -1.080366 0.246853 1.062476 1.43 0.52 0.26
```
Forces are in eV/Å.

Properties
* total energy: -285.25902 Eh
* ΔE to the lowest compared entry with this formula, charge and spin: 97.6 kcal per mole

---

# 2
Below is C19H13NO4PSe2Ti as an isolated structure, with properties calculated with the ωB97M-V functional and the def2-TZVPD basis.

XYZ file:
```
41
Properties=species:S:1:pos:R:3:forces:R:3
Ti -1.432333 0.570730 -0.503975 -0.32 -1.62 -0.57
O -1.121077 3.580912 -3.246504 -0.13 0.04 0.12
C -1.399616 2.853623 -2.311238 0.44 0.03 -0.57
O -0.967507 1.650185 -2.112608 -0.13 0.18 0.12
C -2.293017 3.329203 -1.195637 -0.06 -0.36 0.55
C -2.774322 4.605124 -0.982296 -0.11 0.13 -0.10
C -3.457085 4.862623 0.201103 0.07 -0.17 0.01
C -3.618760 3.855372 1.147228 -0.17 0.11 0.04
C -3.109702 2.604479 0.864969 0.34 -0.06 -0.54
N -2.481803 2.370484 -0.288272 -0.20 0.91 0.26
C -3.028968 1.407124 1.782035 0.08 -0.28 0.56
O -3.561574 1.419983 2.875499 -0.08 0.12 -0.12
O -2.307282 0.458557 1.280170 -0.12 0.25 -0.10
H -2.591697 5.373498 -1.720039 0.01 -0.03 -0.03
H -3.834631 5.856783 0.401641 -0.01 0.01 0.00
H -4.106579 4.029230 2.095909 0.00 -0.04 0.01
Se 0.885839 1.403082 0.706736 0.22 0.07 0.11
P 0.685557 -0.651578 0.032864 -0.16 0.09 0.11
Se -2.588755 -1.107899 -1.536366 0.39 0.48 0.31
C 1.973703 -1.087892 -1.171797 -0.09 0.08 0.03
C 2.795748 -2.201566 -1.040585 -0.05 0.05 0.00
C 3.730832 -2.487831 -2.025876 0.05 -0.06 -0.01
C 3.842986 -1.672643 -3.140827 0.04 -0.01 -0.04
C 3.014218 -0.565702 -3.278462 -0.02 -0.01 0.03
C 2.079464 -0.273531 -2.300072 0.04 -0.02 -0.02
C 0.818637 -1.874079 1.375912 -0.09 0.12 -0.19
C 1.845857 -1.846948 2.313805 -0.01 0.00 -0.01
C 1.891123 -2.806033 3.312919 0.05 0.03 0.01
C 0.908891 -3.786084 3.381086 -0.04 -0.04 0.00
C -0.123962 -3.804768 2.455402 0.03 -0.02 0.04
C -0.173551 -2.847060 1.452263 0.01 0.01 -0.01
H 2.706455 -2.843953 -0.173802 0.00 0.00 0.00
H 4.371773 -3.354580 -1.918877 0.00 0.00 -0.01
H 4.572559 -1.901337 -3.908099 0.00 0.00 0.00
H 3.090487 0.066778 -4.153578 0.00 0.01 0.00
H 1.423502 0.583509 -2.405942 0.00 0.00 -0.01
H 2.593013 -1.063433 2.263683 0.00 0.00 0.01
H 2.687676 -2.784615 4.046510 0.00 0.00 0.00
H 0.943018 -4.529319 4.168370 0.00 0.00 0.00
H -0.900113 -4.556617 2.520063 0.00 0.00 0.00
H -0.989001 -2.833812 0.736687 0.01 0.01 0.00
```
Forces are in eV/Å.

Properties
* total energy: -7081.53707 Eh
* total charge: -1

---

# 3
Below is an isolated ion of composition C6H10NO2 and charge +1, with properties calculated with the ωB97M-V functional and the def2-TZVPD basis.

XYZ file:
```
19
Properties=species:S:1:pos:R:3:forces:R:3
C -1.533733 1.232049 -0.541423 0.16 -2.11 -1.76
C -0.812442 -1.239843 -1.820961 3.06 -0.49 0.62
C 0.430554 -0.834200 -1.315200 -3.33 -1.34 -1.62
C -0.141203 -0.486410 1.106418 -1.30 -1.32 1.84
C -0.637226 0.804566 1.685332 -1.31 -0.93 1.55
C 1.890411 0.370481 0.088942 -2.69 2.23 -1.71
N 0.587926 -0.262605 -0.095432 1.02 0.00 0.63
O -1.614720 0.582043 -1.512401 -1.24 4.23 1.05
O -1.347999 1.594030 0.598241 -0.37 1.13 0.45
H -0.934722 -1.377976 -2.887249 0.18 -0.36 0.15
H -1.696318 -1.322773 -1.218135 0.11 -0.98 0.19
H 1.271541 -0.710127 -1.989022 -0.11 -0.16 0.11
H 0.388363 -0.938468 2.052242 -0.16 0.57 -1.89
H -1.038704 -1.138916 1.031314 0.76 0.08 -0.69
H -1.489557 0.626409 2.493127 2.21 0.74 -1.54
H 0.223288 1.414376 1.933341 -0.60 0.58 0.51
H 2.142547 0.846333 -0.864795 0.46 -0.27 0.41
H 1.777465 1.141453 0.805496 0.15 0.95 0.67
H 2.534528 -0.300424 0.450165 3.01 -2.54 1.04
```
Forces are in eV/Å.

Properties
* total energy: -439.43030 Eh
* total charge: +1
* ΔE to the lowest compared entry with this formula, charge and spin: 83.9 kcal per mole

---

no.,molecular weight (Da)
1,83.09
2,556.08
3,128.15